Version A
2 unconnected molecules or ions with the total composition C4H10O3. Source: the Open Molecules 2025 dataset; level of theory: wB97M-V/def2-TZVPD.

Values from the calculation:
**SMILES**: O=CCCCO.O
**HOMO energy**: -0.3587 hartree
**Gap between HOMO and LUMO**: 10.583 eV

Geometry (Å):
O 0.52880 2.88011 2.41053
C 1.21086 2.38538 1.55925
C 0.56602 1.61994 0.38363
C 0.29946 0.15098 0.72184
C 1.27951 -0.76865 1.35068
O 0.67989 -2.00142 1.63290
H 2.28978 2.57687 1.45603
H 1.24915 1.71558 -0.48650
H -0.26248 1.96138 -0.24664
H -0.65978 0.17804 1.26112
H -0.02317 -0.22446 -0.25337
H 2.16273 -0.84609 0.70969
H 1.60478 -0.26756 2.29146
H 1.29653 -2.73253 1.54010
O -3.75417 -2.27705 -4.57212
H -4.56086 -2.83097 -4.62122
H -3.90703 -1.51953 -5.13738

Löwdin atomic charge list, values in e, 8 entries: number 1, O, carries 0.063; number 2, C, carries -0.256; number 3, C, carries -0.167; number 4, C, carries -0.218; number 5, C, carries -0.303; number 6, O, carries -0.044; number 7, H, carries 0.119; number 8, H, carries 0.105

---

Version B
3 unconnected molecules or ions with the total composition C4H10O3. Source: the Open Molecules 2025 dataset; level of theory: wB97M-V/def2-TZVPD.

Values from the calculation:
**SMILES**: C=C/C=C/O.O.O
**HOMO energy**: -0.2828 hartree
**Gap between HOMO and LUMO**: 7.961 eV

Geometry (Å):
C 1.29688 2.13457 -0.71799
C -0.00741 1.73537 -0.79817
C -0.44716 0.38656 -1.18238
C 0.51206 -0.49487 -1.71712
O 0.41781 -1.79590 -1.95882
H 1.58298 2.99575 -0.14276
H 2.25790 1.61958 -1.06986
H -0.66246 2.29861 -0.13848
H -1.37615 0.02933 -0.66676
H 1.46515 -0.20468 -2.16674
H -0.13038 -2.30156 -1.29963
O -0.45004 -2.22268 0.55082
H -0.81933 -2.32468 1.44761
H 0.28262 -1.63379 0.58416
O -1.07034 -0.33236 2.80658
H -1.07015 0.66864 2.94278
H -1.78200 -0.55790 3.52679

Löwdin atomic charge list, values in e, 8 entries: number 1, C, carries -0.035; number 2, C, carries -0.206; number 3, C, carries -0.102; number 4, C, carries -0.219; number 5, O, carries -0.006; number 6, H, carries 0.025; number 7, H, carries 0.073; number 8, H, carries 0.083

---

Which of them is most stable? Easy: version A.

---

Version A
2 unconnected molecules or ions with the total composition C3H12NOS2. Source: the Open Molecules 2025 dataset; level of theory: wB97M-V/def2-TZVPD.

Values from the calculation:
**HOMO energy**: -0.4426 hartree
**Gap between HOMO and LUMO**: 8.602 eV
**Net charge**: +1

Geometry (Å):
N 1.24428 1.57897 0.09286
C 0.28781 0.79722 -0.78994
C -1.15819 1.07595 -0.41057
S -2.04931 -0.41357 0.23841
S -2.55752 -1.82145 -1.09229
C -1.18991 -3.00755 -1.21192
H 0.91712 2.45803 0.49023
H 2.03242 1.84983 -0.49901
H 1.60496 1.01533 0.88053
H 0.58468 -0.22398 -0.68683
H 0.44360 1.12263 -1.81371
H -1.27654 1.73325 0.44520
H -1.77433 1.45044 -1.22225
H -0.28793 -2.68346 -0.71417
H -1.05601 -3.25356 -2.25548
H -1.53583 -3.84497 -0.60669
H 1.78016 -0.05765 3.06638
H 1.93769 1.43542 3.39502
O 2.05284 0.78912 2.69421

Löwdin atomic charge list, values in e, 8 entries: number 1, N, carries 0.180; number 2, C, carries -0.182; number 3, C, carries -0.486; number 4, S, carries 0.459; number 5, S, carries 0.455; number 6, C, carries -0.439; number 7, H, carries 0.166; number 8, H, carries 0.171

---

Version B
2 unconnected molecules or ions with the total composition C3H12NOS2. Source: the Open Molecules 2025 dataset; level of theory: wB97M-V/def2-TZVPD.

Values from the calculation:
**HOMO energy**: -0.4426 hartree
**Gap between HOMO and LUMO**: 8.598 eV
**Net charge**: +1

Geometry (Å):
N 0.67908 1.41140 -0.42579
C 0.22061 0.34289 -1.39168
C -1.26711 0.02572 -1.35297
S -2.00385 -0.22651 0.21017
S -1.95647 -2.07927 0.87951
C -0.35132 -2.71706 1.00050
H 0.46038 2.36873 -0.79884
H 1.64757 1.35277 -0.12785
H 0.07129 1.36154 0.43998
H 0.72330 -0.60367 -1.20205
H 0.62820 0.77807 -2.30912
H -1.76062 0.76919 -2.07812
H -1.45332 -0.85446 -1.94395
H -0.30364 -3.72819 1.40985
H 0.43421 -2.10111 1.42639
H 0.06163 -2.82705 -0.01332
H 2.12768 2.10605 2.06259
H 0.78586 2.22801 2.52672
O 1.25650 2.39294 1.68799

Löwdin atomic charge list, values in e, 8 entries: number 1, N, carries 0.118; number 2, C, carries -0.203; number 3, C, carries -0.569; number 4, S, carries 0.525; number 5, S, carries 0.502; number 6, C, carries -0.504; number 7, H, carries 0.191; number 8, H, carries 0.146

---

Which of them is most stable? Easy: version A.

---

Version A
A molecular structure, C2H3ClN. Source: the Open Molecules 2025 dataset; level of theory: wB97M-V/def2-TZVPD.

Values from the calculation:
**HOMO energy**: -0.5848 hartree
**Gap between HOMO and LUMO**: 9.041 eV
**Net charge**: +1

Geometry (Å):
C -0.29321 -0.08383 0.00036
C -1.47545 -0.23764 0.00684
N 1.10618 0.03295 -0.00621
Cl -3.70011 0.07948 0.02181
H 1.37277 0.89170 -0.51409
H 1.53696 -0.78074 -0.47516
H 1.45286 0.09808 0.96644

The Löwdin scheme yields these atomic charges, measured in e: number 1, C, carries -0.171; number 2, C, carries -0.069; number 3, N, carries 0.222; number 4, Cl, carries 0.412; number 5, H, carries 0.201; number 6, H, carries 0.202; number 7, H, carries 0.203

---

Version B
2 unconnected molecules or ions with the total composition C2H3ClN. Source: the Open Molecules 2025 dataset; level of theory: wB97M-V/def2-TZVPD.

Values from the calculation:
**HOMO energy (spin up / spin down)**: -0.5453 / -0.5512 hartree
**Gap between HOMO and LUMO (spin up / spin down)**: 7.410 / 7.327 eV
**Net charge**: +1

Geometry (Å):
C 0.28014 -0.69867 -0.09428
C 1.35905 -0.08057 0.09634
N -1.56535 0.69982 0.17499
Cl -2.99230 0.11021 -0.05759
H 2.40460 -0.20074 0.40959
H 1.13936 1.03244 -0.17718
H -0.62550 -0.86249 -0.35189

The Löwdin scheme yields these atomic charges, measured in e: number 1, C, carries 0.279; number 2, C, carries 0.106; number 3, N, carries -0.451; number 4, Cl, carries 0.790; number 5, H, carries 0.134; number 6, H, carries 0.186; number 7, H, carries -0.045

---

Which of them is most stable? Easy: version A.

---

Version A
C6H9NO4S in the gas phase. Source: the Open Molecules 2025 dataset; level of theory: wB97M-V/def2-TZVPD.

Values from the calculation:
**HOMO energy**: -0.3295 hartree
**Gap between HOMO and LUMO**: 8.801 eV

Geometry (Å):
C 2.55556 1.54920 0.03041
C 1.26962 1.71269 0.45998
C 0.17832 0.74371 0.31882
C -2.44622 -0.13714 -0.01865
C -2.67350 -0.23975 -1.45467
C 1.58349 -1.61227 1.27272
N -1.14664 0.92213 0.28103
O -3.02391 -0.42936 0.95414
O -1.70661 2.01462 0.25490
O -0.77733 -1.74562 -0.09370
O 1.17847 -1.12913 -1.29665
S 0.44772 -1.02240 -0.05500
H 3.37285 2.28249 0.20331
H 3.15243 0.70105 -0.43732
H 0.94997 2.50731 1.05121
H -1.70885 -0.54744 -1.97011
H -3.30719 -1.01750 -1.72815
H -3.04792 0.68403 -1.98444
H 2.54309 -1.24800 0.97202
H 0.85496 -1.32502 2.07355
H 1.75170 -2.66360 1.16662

Löwdin atomic charge list, values in e, 8 entries: number 1, C, carries 0.027; number 2, C, carries -0.111; number 3, C, carries -0.248; number 4, C, carries -0.367; number 5, C, carries 0.009; number 6, C, carries -0.099; number 7, N, carries -0.172; number 8, O, carries 0.190

---

Version B
2 unconnected molecules or ions with the total composition C6H9NO4S. Source: the Open Molecules 2025 dataset; level of theory: wB97M-V/def2-TZVPD.

Values from the calculation:
**HOMO energy**: -0.3462 hartree
**Gap between HOMO and LUMO**: 8.841 eV

Geometry (Å):
C 4.48129 0.60330 0.65515
C 3.98390 1.73954 0.27125
C 3.26822 -0.29020 0.98751
C 2.50964 1.57532 0.24256
C -2.63854 -1.17259 -0.98217
C -2.03405 -1.03091 0.37938
N 2.13651 0.52529 0.77360
O -0.19780 -0.27818 1.89505
O -0.39075 1.03632 -0.31083
O 3.36891 -1.31322 1.55529
O 1.73633 2.57608 -0.13866
S -0.26685 -0.36030 0.24986
H 5.45360 0.11152 0.73659
H 4.50769 2.57389 -0.14388
H -2.68172 -0.08090 -1.31311
H -2.22228 -1.98148 -1.67938
H -3.65263 -1.25373 -1.05560
H -2.02036 -1.93413 0.94387
H -2.41554 -0.20601 1.03516
H 0.74658 -0.14758 2.13831
H 0.87878 2.08584 -0.29793

Löwdin atomic charge list, values in e, 8 entries: number 1, C, carries 0.043; number 2, C, carries 0.026; number 3, C, carries -0.431; number 4, C, carries -0.413; number 5, C, carries -0.159; number 6, C, carries -0.349; number 7, N, carries 0.087; number 8, O, carries -0.316

---

Which of them is most stable? Easy: version B.